Computed, not measured: a cluster of 8 separate species, C28H29BrF7O25P in total at a distorted geometry, with ωB97M-V with the def2-TZVPD basis set.

Atoms and positions in Å:
O  -5.0040  2.1745  -1.0315
C  -3.7783  2.0216  -1.2017
O  -2.7102  2.0645  -0.2256
C  -2.0862  0.7642  -0.4312
O  -1.6997  0.0233  0.4856
C  -2.0454  0.5612  -2.0462
C  -1.1272  -0.4477  -2.8603
F  0.1019  -0.5896  -2.1295
F  -0.7972  -0.0337  -4.1714
C  -1.7498  -1.9453  -2.9490
F  -1.9722  -2.5143  -1.6635
F  -0.7221  -2.7573  -3.5587
C  -3.0686  -2.0986  -3.8558
F  -4.0007  -2.9423  -3.1610
F  -3.6809  -0.8823  -4.2301
F  -2.7797  -2.8024  -5.0712
C  -2.9185  1.6247  -2.5013
P  -2.9850  2.2586  -4.2848
O  -4.0659  3.5770  -4.4241
Br  -0.9086  3.2432  -4.5467
H  -4.6224  3.3892  -5.2271
C  -5.8088  6.4207  -1.4381
C  -4.4260  6.6034  -0.8924
O  -3.6183  6.6088  -2.0620
C  -4.4165  6.9821  -3.0987
O  -4.0172  7.2493  -4.1986
O  -5.7251  7.0139  -2.7274
H  -6.5663  6.9175  -0.8301
H  -6.0788  5.3666  -1.5507
H  -4.3032  7.5586  -0.3734
H  -4.1328  5.7951  -0.2206
C  2.4328  -2.2325  0.3596
C  2.9182  -1.6987  -0.9533
O  4.2626  -1.3315  -0.6746
C  4.6655  -2.0727  0.3932
O  5.7970  -2.1354  0.7873
O  3.6193  -2.7362  0.9575
H  1.6912  -3.0242  0.2403
H  2.0172  -1.4508  1.0020
H  2.9154  -2.4582  -1.7409
H  2.3420  -0.8364  -1.2906
C  5.5916  -5.1519  1.7780
C  5.9280  -4.7975  3.1919
O  6.0015  -6.0668  3.8308
C  6.2725  -6.9871  2.8658
O  6.5628  -8.1326  3.0840
O  6.1713  -6.4431  1.6225
H  6.0133  -4.4478  1.0608
H  4.5129  -5.2267  1.6106
H  6.8981  -4.3000  3.2793
H  5.1684  -4.1738  3.6553
C  7.6184  -3.1703  7.6085
C  8.2958  -2.0648  6.8575
O  7.6647  -2.1077  5.5859
C  6.4484  -2.6924  5.7622
O  5.5909  -2.7348  4.9252
O  6.3310  -3.2219  7.0103
H  7.5421  -2.9632  8.6771
H  8.1123  -4.1362  7.4681
H  8.1190  -1.0833  7.3072
H  9.3713  -2.2228  6.7632
C  2.6359  -8.1428  3.1634
C  2.3958  -8.4331  1.7141
O  1.3050  -7.5801  1.3932
C  1.3185  -6.5573  2.2924
O  0.6376  -5.5731  2.2078
O  2.2048  -6.7952  3.2979
H  3.6871  -8.2439  3.4395
H  2.0328  -8.7742  3.8225
H  3.2510  -8.1656  1.0862
H  2.1383  -9.4781  1.5352
C  -5.5675  9.8526  -6.8587
C  -4.5093  8.7926  -6.8676
O  -4.5707  8.2888  -8.1956
C  -5.1092  9.2693  -8.9713
O  -5.1493  9.2391  -10.1691
O  -5.5956  10.2894  -8.2108
H  -5.3247  10.6787  -6.1885
H  -6.5532  9.4583  -6.5940
H  -3.5091  9.1983  -6.6890
H  -4.7053  8.0029  -6.1430
C  -3.1359  1.1952  4.2072
C  -3.3803  0.8974  2.7596
O  -4.4782  1.7410  2.4388
C  -4.4684  2.7675  3.3324
O  -5.1561  3.7462  3.2461
O  -3.5761  2.5403  4.3358
H  -2.0834  1.1029  4.4802
H  -3.7319  0.5628  4.8719
H  -2.5326  1.1671  2.1292
H  -3.6317  -0.1503  2.5864

Relative energy (zero: lowest compared OMol25 entry of this formula, charge and spin) ... 71.81 kcal per mole
SMILES string ... O=C1OC(=O)C(C(F)(F)C(F)(F)C(F)(F)F)=C1P(O)Br.O=C1OCCO1.O=C1OCCO1.O=C1OCCO1.O=C1OCCO1.O=C1OCCO1.O=C1OCCO1.O=C1OCCO1
E ... -179044.56462 eV
Kohn-Sham gap ... 0.2773 Eh
LUMO energy ... -2.73 eV

---

Computed, not measured: a cluster of 11 separate species, C57H61N11O19 in total at a distorted geometry, with ωB97M-V with the def2-TZVPD basis set.

Atoms and positions in Å:
C  0.6946  -3.8653  -2.5038
O  0.1642  -3.6961  -1.4106
N  1.5064  -4.9399  -2.8204
C  2.0455  -5.0823  -4.1930
C  2.0448  -5.7901  -1.7913
H  0.5632  -3.2650  -3.4174
H  2.0996  -6.1438  -4.4349
H  3.0972  -4.7965  -4.1743
H  1.4642  -4.5734  -4.9619
H  1.8733  -6.8401  -2.0286
H  3.1340  -5.7722  -1.8302
H  1.8060  -5.5675  -0.7514
C  -5.7014  0.4271  0.1008
O  -5.5509  -0.5411  -0.6348
N  -6.6845  0.4651  1.0117
C  -6.6654  1.4374  2.0637
C  -7.4452  -0.7510  1.3699
H  -5.0508  1.3137  0.0477
H  -7.6898  1.4899  2.4323
H  -6.5458  2.4315  1.6330
H  -5.9019  1.1650  2.7924
H  -8.4902  -0.5549  1.6097
H  -7.4496  -1.5094  0.5870
H  -6.8946  -1.2056  2.1935
C  -2.4489  -5.4940  -2.4034
O  -2.1183  -6.1626  -3.3967
N  -3.0385  -4.2820  -2.4632
C  -3.0054  -3.2996  -1.3599
C  -3.4786  -3.6661  -3.7258
H  -2.2420  -5.8263  -1.3744
H  -2.3133  -2.5209  -1.6802
H  -2.7164  -3.7014  -0.3887
H  -4.0041  -2.8971  -1.1906
H  -3.6124  -4.4262  -4.4955
H  -4.4536  -3.1812  -3.6772
H  -2.7389  -2.9068  -3.9794
C  3.8458  4.3040  1.5097
C  2.8815  4.9064  0.7143
C  3.2252  5.5459  -0.4500
C  4.5815  5.5570  -0.9354
C  5.5260  4.8736  -0.1465
C  5.1614  4.2804  1.0649
N  4.9223  5.9693  -2.3316
O  4.1187  5.8248  -3.2584
O  6.1047  6.3003  -2.5304
H  3.5506  3.8329  2.4356
H  1.8551  5.0680  1.0088
H  2.4463  6.0637  -0.9901
H  6.5593  4.8512  -0.4597
H  5.9731  3.9079  1.6721
C  -4.4349  4.8063  1.7114
C  -5.6910  5.3977  1.9509
C  -5.8801  6.7407  1.9361
C  -4.7980  7.5887  1.7503
C  -3.5342  7.0571  1.5524
C  -3.3519  5.6736  1.4861
N  -5.0341  9.0930  1.7840
O  -6.0792  9.5054  1.2239
O  -4.1940  9.8547  2.2276
H  -4.3280  3.7441  1.5480
H  -6.5624  4.8307  2.2431
H  -6.8942  7.0496  2.1423
H  -2.7469  7.7221  1.2295
H  -2.3535  5.4192  1.1623
C  -4.2331  6.6810  -3.4516
C  -5.5373  7.2073  -3.6750
C  -6.6123  6.6993  -2.9212
C  -6.4182  5.7529  -1.9613
C  -5.0595  5.3004  -1.7552
C  -3.9882  5.7099  -2.5152
N  -7.4630  5.1608  -1.1493
O  -7.2351  4.0714  -0.6369
O  -8.5744  5.5947  -1.2712
H  -3.4175  7.0317  -4.0665
H  -5.5964  8.0609  -4.3340
H  -7.5928  7.0699  -3.1812
H  -4.9050  4.6851  -0.8811
H  -3.0165  5.2808  -2.3201
C  -3.5544  -1.7758  2.4439
C  -4.3025  -2.2480  3.4964
C  -3.6620  -2.6898  4.6902
C  -2.2978  -2.5589  4.8413
C  -1.5996  -1.9562  3.8012
C  -2.2078  -1.5818  2.5964
N  -1.6350  -2.9797  6.1106
O  -0.4850  -3.4310  6.1125
O  -2.2311  -2.7231  7.1494
H  -3.9395  -1.6349  1.4448
H  -5.3312  -2.5045  3.2908
H  -4.2872  -3.1547  5.4382
H  -0.5228  -1.8807  3.8373
H  -1.6912  -1.0500  1.8110
C  6.7661  -4.9403  -3.8097
C  6.1800  -3.9996  -4.5289
C  5.2993  -3.0732  -3.9988
C  5.0096  -3.1291  -2.6325
C  5.5951  -4.1662  -1.8063
C  6.5409  -5.0210  -2.4009
N  4.0363  -2.1907  -2.0960
O  3.8259  -1.0996  -2.6764
O  3.3291  -2.4844  -1.1622
H  7.4185  -5.6859  -4.2397
H  6.4016  -3.9374  -5.5841
H  4.7851  -2.3789  -4.6467
H  5.4587  -4.1352  -0.7354
H  6.9852  -5.7923  -1.7893
C  2.2497  -3.1654  2.2021
C  2.7281  -4.3360  1.6805
C  3.1166  -5.4226  2.5335
C  2.9076  -5.2661  3.8904
C  2.3270  -4.1283  4.3812
C  2.0011  -3.0975  3.5436
N  3.3095  -6.3249  4.8499
O  3.5587  -6.0354  6.0457
O  3.3693  -7.4442  4.4679
H  2.0646  -2.3529  1.5150
H  2.9064  -4.4707  0.6239
H  3.5496  -6.3037  2.0835
H  2.3210  -3.9777  5.4507
H  1.6617  -2.1813  4.0038
C  2.0313  0.6091  -0.7304
C  0.8841  -0.1699  -0.9073
C  -0.3819  0.4428  -0.8638
C  -0.4388  1.8542  -0.6324
C  0.7343  2.5781  -0.5487
C  1.9810  1.9465  -0.5287
N  -1.7243  2.5793  -0.4783
O  -1.7839  3.7282  -0.8669
O  -2.6818  2.0294  0.0435
H  2.9125  0.0120  -0.5476
H  1.0964  -1.2240  -1.0085
H  -1.3320  -0.0614  -0.7671
H  0.5966  3.6296  -0.3443
H  2.8809  2.5001  -0.3050
C  5.6160  -0.0468  1.2190
C  6.4936  0.3597  0.2328
C  7.5358  -0.4367  -0.2313
C  7.6401  -1.7670  0.3527
C  6.7173  -2.1779  1.3603
C  5.7310  -1.3411  1.8057
N  8.6786  -2.7087  -0.2058
O  8.4765  -3.8772  0.0215
O  9.6355  -2.3107  -0.9132
H  4.8120  0.5928  1.5521
H  6.4605  1.3280  -0.2443
H  8.2880  -0.0839  -0.9214
H  6.6784  -3.1767  1.7694
H  5.0351  -1.6441  2.5740

Relative energy (zero: lowest compared OMol25 entry of this formula, charge and spin) ... 7.23 kcal per mole
SMILES string ... O=[N+]([O-])c1ccccc1.O=[N+]([O-])c1ccccc1.O=[N+]([O-])c1ccccc1.O=[N+]([O-])c1ccccc1.O=[N+]([O-])c1ccccc1.O=[N+]([O-])c1ccccc1.O=[N+]([O-])c1ccccc1.O=[N+]([O-])c1ccccc1.CN(C)C=O.CN(C)C=O.CN(C)C=O
E ... -115366.96278 eV
Kohn-Sham gap ... 0.2840 Eh
LUMO energy ... -1.37 eV

---

Computed, not measured: a structure of composition C38H44BrKN2OS2 at a distorted geometry, with ωB97M-V with the def2-TZVPD basis set.

Atoms and positions in Å:
K  -2.3483  1.3479  0.8025
C  -3.3636  3.0368  3.4289
C  -4.5357  2.3429  3.1564
C  -5.2510  2.6155  1.9982
C  -4.7887  3.5747  1.1068
C  -3.6162  4.2674  1.3781
C  -2.9059  4.0014  2.5412
H  -2.8168  2.8431  4.3431
H  -4.9040  1.6054  3.8581
H  -6.1741  2.0894  1.7926
H  -5.3539  3.7916  0.2091
H  -3.2649  5.0302  0.6945
H  -2.0059  4.5591  2.7655
C  -5.9777  -4.8475  -2.5723
C  -4.4677  -5.0435  -2.4143
C  -4.2404  -6.2877  -1.5431
C  -3.8703  -5.2762  -3.8105
C  -3.7940  -3.8333  -1.7711
C  -4.4852  -2.6846  -1.4170
C  -3.7984  -1.6289  -0.8520
Br  -4.7863  -0.0515  -0.3678
C  -2.4090  -1.5966  -0.5920
O  -1.8649  -0.5640  -0.0589
C  -1.7098  -2.7929  -0.9708
C  -2.4157  -3.8429  -1.5281
C  -0.1989  -2.8765  -0.7386
C  0.1008  -2.7404  0.7640
C  0.3920  -4.2044  -1.2164
C  0.5146  -1.7484  -1.5054
H  -6.4146  -5.7377  -3.0288
H  -6.1990  -3.9948  -3.2165
H  -6.4571  -4.6932  -1.6039
H  -4.7513  -7.1530  -1.9742
H  -4.6336  -6.1195  -0.5389
H  -3.1801  -6.5280  -1.4555
H  -4.3709  -6.1126  -4.3064
H  -2.8041  -5.4999  -3.7558
H  -3.9974  -4.3836  -4.4257
H  -5.5510  -2.5900  -1.5682
H  -1.8728  -4.7400  -1.8018
H  -0.3372  -3.5745  1.3170
H  -0.3126  -1.8097  1.1487
H  1.1833  -2.7421  0.9331
H  -0.0340  -5.0515  -0.6744
H  1.4694  -4.1988  -1.0358
H  0.2313  -4.3514  -2.2865
H  0.1194  -0.7805  -1.2040
H  0.3675  -1.8684  -2.5815
H  1.5896  -1.7744  -1.2952
S  0.1348  1.7396  2.6606
C  1.4330  2.2043  1.7422
N  2.6959  2.1781  2.2056
C  3.7946  2.5714  1.3384
C  3.5452  2.0008  -0.0343
N  2.2710  2.5034  -0.5239
C  2.2368  2.8920  -1.9345
C  3.0006  4.1789  -2.1741
C  4.2125  4.1638  -2.8543
C  4.9519  5.3295  -3.0055
C  4.4920  6.5202  -2.4676
C  3.2743  6.5476  -1.8004
C  2.5309  5.3869  -1.6580
C  1.2370  2.6556  0.3214
S  -0.2346  3.2701  -0.1434
C  3.0545  1.7253  3.5447
C  3.8449  0.4407  3.4748
C  3.2742  -0.6797  2.8746
C  3.9936  -1.8584  2.7679
C  5.2905  -1.9301  3.2618
C  5.8617  -0.8190  3.8620
C  5.1428  0.3646  3.9633
H  4.7211  2.1746  1.7488
H  3.8673  3.6634  1.2851
H  3.5353  0.9067  0.0128
H  4.3305  2.3164  -0.7194
H  1.1935  2.9852  -2.2254
H  2.6939  2.0826  -2.5063
H  4.5831  3.2376  -3.2798
H  5.8908  5.3049  -3.5438
H  5.0793  7.4237  -2.5687
H  2.9007  7.4778  -1.3916
H  1.5769  5.4085  -1.1511
H  2.1280  1.5768  4.0922
H  3.6345  2.5090  4.0392
H  2.2585  -0.6210  2.4964
H  3.5426  -2.7263  2.3040
H  5.8539  -2.8503  3.1796
H  6.8707  -0.8701  4.2510
H  5.5967  1.2325  4.4290

Relative energy (zero: lowest compared OMol25 entry of this formula, charge and spin) ... 8.18 kcal per mole
E ... -153187.91058 eV
Kohn-Sham gap ... 0.1967 Eh
LUMO energy ... -0.98 eV

---

Computed, not measured: a structure of composition C4H7NO at a distorted geometry, with ωB97M-V with the def2-TZVPD basis set.

Atoms and positions in Å:
C  -1.5664  -0.4016  -0.4445
C  1.1453  -0.6994  0.7563
C  0.4088  0.0207  -0.3096
C  0.7739  1.3330  -0.9760
N  -1.9812  -1.3374  0.2811
O  1.3268  -0.9090  -0.6688
H  -2.1652  0.2840  -1.1199
H  2.0741  -0.5321  1.2419
H  0.6222  -1.4808  1.3010
H  0.6973  1.1276  -2.0427
H  1.8199  1.6334  -0.8292
H  0.0799  2.1630  -0.7725
H  -3.0244  -1.3891  0.1374

Relative energy (zero: lowest compared OMol25 entry of this formula, charge and spin) ... 102.87 kcal per mole
E ... -7795.18344 eV
Kohn-Sham gap ... 0.3638 Eh
LUMO energy ... 1.00 eV